1.
C11H59MgN3O27 as an isolated structure at a distorted geometry, computed with ωB97M-V with the def2-TZVPD basis set.

The LUMO energy comes out at 2.6 eV. As for the gap between HOMO and LUMO: 1.7541 eV. The calculation puts the strongest force on any atom at 0.084 hartree/bohr.

```
! wB97M-V def2-TZVPD RIJCOSX def2/J DEFGRID3
* xyz -2 1
Mg 3.67 -0.02 1.18
O 6.39 2.20 -4.83
C 5.54 1.92 -3.73
C 4.17 1.04 -4.03
O 3.44 1.21 -5.23
H 5.21 2.88 -3.35
H 6.03 1.59 -2.82
H 3.64 1.29 -3.12
H 4.39 -0.03 -4.00
N 5.06 -0.58 3.95
O 4.77 -0.42 2.76
O 4.36 0.05 4.71
O 5.96 -1.39 4.32
N 1.28 0.98 -0.46
O 2.46 0.68 -0.24
O 0.52 1.05 0.51
O 0.97 1.29 -1.61
C -5.57 -2.28 2.06
C -4.13 -2.58 1.74
C -3.53 -3.41 2.90
C -3.82 -4.88 2.80
C -3.66 -5.46 1.28
C -3.22 -4.35 0.30
N -4.00 -3.21 0.47
O -4.43 -2.40 -0.57
C -1.69 -4.04 0.41
C -3.33 -5.05 -1.10
C -3.28 -1.23 1.72
H -6.21 -3.08 1.68
H -5.84 -1.41 1.46
H -5.68 -2.17 3.14
H -2.57 -3.13 3.33
H -4.18 -3.22 3.76
H -4.83 -5.10 3.15
H -3.23 -5.56 3.42
H -4.64 -5.83 1.00
H -2.84 -6.16 1.44
H -1.33 -3.40 -0.40
H -1.47 -3.37 1.24
H -0.98 -4.86 0.52
H -4.23 -5.66 -1.12
H -3.36 -4.22 -1.81
H -2.46 -5.67 -1.31
H -3.08 -0.74 2.67
H -3.93 -0.47 1.28
H -2.36 -1.28 1.14
H -3.69 -1.79 -0.64
O 1.17 4.42 -2.08
H 0.76 3.57 -1.93
H 0.51 5.05 -1.78
O -3.34 3.59 -1.73
H -3.85 2.98 -1.19
H -3.27 3.16 -2.58
O 2.18 -1.40 1.61
H 1.35 -1.42 2.09
H 2.14 -2.16 1.02
O 2.31 -2.97 -1.01
H 1.50 -2.61 -1.37
H 2.59 -3.63 -1.64
O -1.68 1.93 -3.85
H -1.23 1.65 -3.05
H -1.03 1.80 -4.54
O -1.17 -1.66 -2.44
H -1.55 -1.02 -1.83
H -0.67 -1.14 -3.06
O 1.06 -0.20 -3.93
H 1.80 -0.08 -4.53
H 1.18 0.49 -3.28
O -1.69 5.36 -4.19
H -1.79 4.47 -3.86
H -2.39 5.46 -4.83
O -2.24 5.10 1.74
H -1.55 4.44 1.82
H -2.89 4.71 1.16
O 2.71 1.27 2.57
H 2.19 0.70 3.14
H 2.54 2.15 2.90
O 4.58 -1.20 -0.23
H 4.16 -1.11 -1.09
H 5.44 -1.56 -0.42
O 4.22 4.02 -0.14
H 4.74 4.41 -0.84
H 3.75 3.30 -0.57
O 4.86 1.46 0.78
H 5.81 1.56 0.69
H 4.54 2.35 0.93
O 1.62 3.76 -4.74
H 2.16 2.99 -4.92
H 1.62 3.84 -3.79
O 0.20 -1.77 3.70
H -0.74 -1.63 3.83
H 0.53 -2.02 4.57
O -0.93 2.83 4.22
H -1.52 3.02 4.95
H -0.05 2.86 4.60
O -1.95 1.89 1.67
H -1.11 1.82 1.21
H -1.71 2.06 2.58
O 1.29 4.95 1.59
H 1.10 5.87 1.38
H 1.41 4.54 0.73
*
```

2.
C11H5F6MnN3O8S7 as an isolated structure, computed with ωB97M-V with the def2-TZVPD basis set.

The LUMO energy (spin up / spin down) comes out at 4.3 / 4.3 eV. As for the gap between HOMO and LUMO (spin up / spin down): 5.8559 / 5.9544 eV. The calculation puts the energy relative to the best compared isomer or geometry (same formula, charge and spin) at 0.5 kcal per mole. The calculation puts the strongest force on any atom at 0.009 hartree/bohr.

```
! wB97M-V def2-TZVPD RIJCOSX def2/J DEFGRID3
* xyz -2 6
Mn -1.28 -0.36 -0.01
F 1.37 1.96 0.87
C 2.07 1.32 1.80
F 3.03 0.60 1.19
F 2.67 2.23 2.58
S 1.00 0.19 2.78
O 0.41 -0.65 1.78
O 1.91 -0.38 3.73
N -0.01 1.13 3.52
S -1.44 1.54 3.03
O -1.76 1.17 1.67
O -2.42 1.31 4.04
C -1.30 3.37 2.97
F -2.48 3.88 2.60
F -1.00 3.85 4.18
F -0.37 3.78 2.12
S -5.31 -6.49 -1.46
C -4.44 -5.08 -1.15
S -3.69 -4.14 -2.36
C -2.94 -2.93 -1.34
C -3.14 -3.10 -0.01
S -2.54 -2.11 1.29
S -4.11 -4.49 0.41
S -2.02 -1.67 -2.10
C 2.13 -2.23 -0.53
C 1.81 -0.93 -1.18
N 0.71 -0.24 -1.01
C 0.80 0.87 -1.80
C 2.00 0.86 -2.46
N 2.62 -0.29 -2.05
C 2.66 1.78 -3.40
O 2.00 2.86 -3.73
O 3.76 1.50 -3.85
C -0.34 1.84 -1.82
O -0.21 2.86 -2.55
O -1.31 1.54 -1.09
H 1.28 -2.52 0.10
H 3.01 -2.15 0.10
H 2.29 -3.01 -1.27
H 3.53 -0.57 -2.38
H 1.06 2.90 -3.24
*
```

3.
A 20-piece molecular cluster, C11H62NO19 overall at a distorted geometry, computed with ωB97M-V with the def2-TZVPD basis set.

The LUMO energy comes out at -2.8 eV. As for the gap between HOMO and LUMO: 9.1633 eV. The calculation puts the energy relative to the best compared isomer or geometry (same formula, charge and spin) at 5.1 kcal per mole. The calculation puts the strongest force on any atom at 0.210 hartree/bohr.

```
! wB97M-V def2-TZVPD RIJCOSX def2/J DEFGRID3
* xyz 1 1
C 0.33 3.04 2.11
C 0.50 1.55 2.51
C 0.60 0.66 1.21
C -0.82 0.63 0.56
N -0.68 -0.25 -0.64
C 0.33 0.31 -1.64
C -0.22 -0.35 -3.04
C -1.62 -0.77 -2.85
C -2.00 -0.34 -1.52
C -0.24 -1.71 -0.35
C -1.00 -2.43 0.76
C -0.81 -3.92 1.00
H 0.44 3.35 3.13
H -0.65 3.35 1.71
H 1.34 3.52 1.66
H -0.29 1.25 3.22
H 1.41 1.44 3.10
H 0.95 -0.27 1.55
H 1.31 0.99 0.49
H -1.27 1.57 0.11
H -1.50 0.14 1.34
H 1.25 -0.01 -1.55
H 0.21 1.33 -1.81
H 0.65 -1.00 -3.24
H -0.10 0.26 -3.94
H -1.75 -1.84 -2.92
H -2.44 -0.30 -3.56
H -2.72 -0.92 -0.89
H -2.48 0.69 -1.40
H 0.75 -1.75 -0.36
H -0.42 -2.16 -1.25
H -2.12 -2.12 0.75
H -0.65 -2.00 1.78
H -1.32 -4.79 0.54
H -0.97 -4.17 2.06
H 0.18 -4.27 0.82
O -0.51 -5.08 -2.41
H -0.95 -5.92 -2.52
H -1.30 -4.44 -2.48
O -4.89 -3.57 0.54
H -5.64 -2.89 0.49
H -4.67 -3.34 1.63
O 3.91 1.52 1.39
H 4.61 1.60 0.91
H 4.28 0.72 1.87
O -2.44 3.74 -0.86
H -3.05 4.47 -1.32
H -2.97 3.54 -0.02
O 2.01 3.67 5.66
H 1.16 3.11 5.38
H 2.37 3.98 4.84
O 3.86 -1.50 -2.86
H 4.48 -0.85 -3.20
H 3.78 -1.38 -1.90
O 3.57 -0.99 -0.13
H 3.68 -1.49 0.63
H 3.45 0.01 0.19
O 3.88 3.55 3.20
H 3.87 2.78 2.67
H 4.13 4.13 2.46
O -3.16 -3.93 -2.03
H -3.91 -3.59 -2.62
H -3.50 -3.78 -1.11
O -3.91 2.57 -3.12
H -3.22 2.27 -3.69
H -3.47 3.23 -2.54
O 2.25 -6.06 1.50
H 1.51 -6.20 2.09
H 2.56 -6.83 1.61
O -3.94 1.26 1.40
H -3.91 1.13 2.35
H -4.77 0.93 1.13
O 1.85 -3.73 -1.64
H 1.33 -4.39 -2.03
H 2.07 -2.97 -1.98
O -0.02 0.02 6.30
H 0.49 -0.51 7.09
H 0.10 -0.56 5.55
O 1.48 1.56 -6.15
H 1.42 2.38 -6.75
H 0.70 1.12 -6.34
O 0.30 4.23 -1.05
H -0.65 3.99 -0.94
H 0.61 3.78 -1.83
O 1.87 6.19 0.05
H 1.00 5.57 -0.23
H 2.05 6.18 0.97
O 0.16 -1.69 4.24
H 1.05 -1.78 4.11
H -0.31 -2.53 4.41
O 0.50 2.71 -3.66
H 1.02 2.58 -4.48
H -0.33 2.78 -4.21
*
```

4.
C11H6CrF18NO4P as an isolated structure at a distorted geometry, computed with ωB97M-V with the def2-TZVPD basis set.

The LUMO energy (spin up / spin down) comes out at -10.4 / -9.8 eV. As for the gap between HOMO and LUMO (spin up / spin down): 7.1110 / 7.7316 eV. The calculation puts the strongest force on any atom at 0.026 hartree/bohr.

```
! wB97M-V def2-TZVPD RIJCOSX def2/J DEFGRID3
* xyz 2 3
O -3.65 1.72 -1.82
C -3.70 0.57 -1.59
O -4.06 -0.06 -0.47
C -3.15 -1.02 0.03
C -3.03 -0.97 1.56
C -1.83 -0.10 1.92
F -1.74 0.89 0.98
F -1.97 0.47 3.11
C -0.49 -0.90 1.86
F -0.66 -2.06 2.49
F -0.32 -1.20 0.52
C 0.76 -0.17 2.43
F 0.74 1.10 1.98
F 0.60 -0.15 3.75
C 2.15 -0.86 2.09
F 2.75 -1.12 3.24
F 1.92 -2.02 1.44
C 3.19 -0.03 1.24
F 4.32 -0.74 1.27
F 3.40 1.13 1.85
C 2.85 0.16 -0.28
F 1.51 0.40 -0.48
F 3.10 -1.01 -0.88
C 3.64 1.27 -1.03
F 3.60 0.91 -2.34
F 4.90 1.26 -0.62
C 3.04 2.72 -0.94
F 4.01 3.62 -0.97
F 2.33 2.88 0.18
F 2.22 2.92 -1.98
N -3.26 -0.44 -2.65
F -4.06 -0.22 -3.76
P -1.59 0.11 -3.32
O -1.13 -1.59 -3.27
O -0.97 0.51 -1.90
H -3.49 -2.03 -0.29
H -2.13 -0.84 -0.38
H -3.94 -0.50 1.96
H -2.95 -1.97 2.00
H -0.19 -1.68 -3.01
H -0.27 1.19 -1.93
Cr -2.43 -2.15 -1.94
*
```

no.,M (g mol⁻¹)
1,689.9
2,700.6
3,512.6
4,641.1